No. 1
Density functional theory data (ωB97M-V/def2-TZVPD) for a molecular structure, C25H24BrFN5OSV.

Structure (XYZ):
```
59
Properties=species:S:1:pos:R:3:mulliken_spin:R:1
V 0.376 0.616 0.497 1.2190
C -3.502 -0.331 1.303 0.0006
C -2.394 0.652 1.225 0.0090
O -1.392 0.442 0.405 -0.0120
N -2.421 1.740 1.934 0.0014
C -1.403 2.813 1.921 0.0143
C -0.134 2.491 2.694 0.0137
C 0.077 3.021 3.945 0.0009
C 1.222 2.684 4.664 0.0114
C 2.142 1.807 4.108 -0.0046
C 1.895 1.322 2.847 0.0375
N 0.790 1.657 2.138 -0.0449
H -3.204 -1.270 0.846 -0.0003
H -4.367 0.061 0.760 0.0012
H -3.798 -0.493 2.340 -0.0005
H -3.203 1.844 2.570 0.0005
H -1.867 3.687 2.365 0.0010
H -1.177 3.058 0.892 -0.0012
H -0.655 3.699 4.367 0.0003
H 1.385 3.094 5.655 -0.0003
H 3.036 1.505 4.636 0.0000
H 2.573 0.612 2.393 -0.0077
F 4.659 -1.168 -3.267 -0.0052
C 3.706 -0.739 -2.480 -0.0266
C 4.053 -0.220 -1.238 -0.0060
C 3.045 0.237 -0.411 -0.0010
C 1.715 0.147 -0.841 -0.1838
C 1.386 -0.343 -2.116 0.0261
C 2.387 -0.809 -2.935 -0.0090
H 5.095 -0.171 -0.946 -0.0006
H 3.330 0.673 0.539 -0.0056
H 0.361 -0.380 -2.468 -0.0012
H 2.179 -1.208 -3.921 -0.0002
Br -0.822 -0.674 3.757 0.0024
C -0.204 -1.937 2.492 0.0107
C -0.424 -3.263 2.795 -0.0002
C 0.010 -4.229 1.901 0.0035
C 0.650 -3.821 0.743 -0.0023
C 0.823 -2.475 0.519 0.0058
N 0.401 -1.503 1.374 0.0006
H -0.918 -3.528 3.720 0.0000
H -0.144 -5.279 2.114 0.0000
H 1.025 -4.536 0.021 -0.0002
H 1.344 -2.149 -0.360 -0.0069
N -0.663 5.752 -4.379 -0.0004
C 0.472 5.297 -3.831 -0.0004
S 1.981 5.659 -4.332 0.0022
C 0.325 4.300 -2.726 0.0019
C 1.226 4.302 -1.659 -0.0001
C 1.157 3.317 -0.714 0.0152
N 0.246 2.312 -0.762 -0.0632
C -0.645 2.319 -1.778 0.0199
C -0.642 3.291 -2.753 -0.0078
H -0.601 6.391 -5.156 0.0000
H -1.576 5.567 -4.003 0.0001
H 1.995 5.062 -1.604 -0.0001
H 1.865 3.298 0.106 -0.0019
H -1.367 1.516 -1.819 -0.0045
H -1.362 3.222 -3.558 -0.0002
```

- orbital gap (alpha / beta) (Eh) = 0.15131 / 0.18029
- multiplicity = 2
- net charge = +3
- E_LUMO (alpha / beta) (Eh) = -0.410 / -0.381
- <S²> = 0.8028

***

No. 2
Density functional theory data (ωB97M-V/def2-TZVPD) for a molecular structure, C25H24F3O4PPdSe2.

Structure (XYZ):
```
60
Properties=species:S:1:pos:R:3:mulliken_spin:R:1
Pd 1.347 0.125 0.630 1.0260
O 0.920 -3.584 3.005 0.0075
C 0.320 -2.960 2.139 -0.0012
O 0.443 -1.742 1.811 0.0085
C -0.787 -3.634 1.338 0.0090
C -1.431 -4.782 1.774 0.0018
C -2.536 -5.258 1.091 0.0014
C -2.988 -4.596 -0.041 0.0002
C -2.310 -3.485 -0.509 0.0020
C -1.202 -2.999 0.173 0.0454
P -0.293 -1.504 -0.383 0.0015
C -1.652 -0.331 0.043 -0.0482
C -1.579 0.377 1.243 0.0288
C -2.592 1.239 1.622 0.0226
C -3.698 1.420 0.806 0.0001
C -3.774 0.733 -0.393 0.0036
C -2.768 -0.144 -0.766 0.0042
C -0.497 -1.729 -2.202 0.0280
C -0.256 -2.989 -2.753 0.0138
C -0.169 -3.168 -4.119 -0.0052
C -0.294 -2.081 -4.973 0.0141
C -0.478 -0.815 -4.438 -0.0047
C -0.564 -0.639 -3.070 0.0066
H -1.061 -5.271 2.666 0.0003
H -3.059 -6.138 1.446 0.0002
H -3.873 -4.944 -0.560 -0.0009
H -2.647 -2.993 -1.409 0.0034
H -0.724 0.235 1.901 0.0004
H -2.516 1.773 2.562 0.0006
H -4.491 2.100 1.098 0.0002
H -4.625 0.877 -1.048 0.0000
H -2.845 -0.668 -1.709 0.0022
H -0.138 -3.841 -2.095 0.0006
H 0.013 -4.157 -4.523 -0.0008
H -0.222 -2.218 -6.046 0.0018
H -0.542 0.050 -5.087 0.0003
H -0.679 0.356 -2.659 0.0052
O 4.204 3.178 1.833 0.0012
C 3.283 3.184 0.761 0.0171
C 1.924 3.804 1.137 -0.0308
C 2.137 5.312 1.400 0.0021
O 3.089 5.586 2.397 0.0003
C 0.959 3.715 -0.042 0.0025
Se 0.690 1.961 -0.929 0.2472
C 1.326 3.199 2.413 0.0112
Se 1.750 1.288 2.828 0.2234
H 3.883 2.490 2.444 0.0000
H 3.128 2.161 0.382 -0.0118
H 3.738 3.775 -0.039 0.0022
H 1.188 5.764 1.718 -0.0003
H 2.438 5.791 0.452 -0.0004
H 3.734 4.851 2.346 0.0000
H 1.309 4.367 -0.847 0.0105
H -0.036 4.050 0.269 -0.0058
H 0.236 3.277 2.374 -0.0123
H 1.675 3.762 3.284 0.0054
F 3.760 -1.457 0.939 0.0092
C 3.048 -0.829 -0.045 0.3536
F 2.794 -1.813 -0.971 -0.0008
F 3.988 -0.032 -0.667 -0.0032
```

- orbital gap (alpha / beta) (Eh) = 0.19918 / 0.22335
- multiplicity = 3
- net charge = -2
- E_LUMO (alpha / beta) (Eh) = 0.169 / 0.167
- <S²> = 2.0100

***

No. 3
Density functional theory data (ωB97M-V/def2-TZVPD) for a molecular structure, C25H24F4IrN5SSi.

Structure (XYZ):
```
61
Properties=species:S:1:pos:R:3:mulliken_spin:R:1
Ir -0.816 -1.436 -0.308 0.2956
N -0.173 -5.608 0.735 0.0009
C -0.402 -4.410 0.193 -0.0015
S -0.108 -3.021 1.234 0.0329
N -0.833 -4.369 -1.041 -0.0002
N -1.029 -3.107 -1.478 -0.0076
C -1.607 -2.894 -2.607 -0.0004
C -1.795 -1.504 -3.020 -0.0015
C -2.264 -1.156 -4.271 0.0001
C -2.342 0.191 -4.606 -0.0005
C -1.937 1.137 -3.683 0.0028
C -1.485 0.717 -2.441 -0.0178
N -1.437 -0.566 -2.112 0.0249
H 0.226 -5.691 1.652 0.0006
H -0.297 -6.434 0.173 -0.0002
H -1.922 -3.721 -3.233 0.0009
H -2.550 -1.927 -4.972 -0.0002
H -2.705 0.490 -5.580 0.0000
H -1.968 2.194 -3.904 0.0008
H -1.168 1.418 -1.680 0.0116
C 0.884 0.448 2.897 0.0197
Si -0.443 1.285 1.888 -0.0231
C -1.679 2.125 3.015 -0.0003
C 0.115 2.590 0.674 0.0130
N -1.335 -0.072 1.031 0.6008
C -2.561 -0.517 1.567 -0.0111
C -2.666 -0.924 2.906 0.0410
C -3.846 -1.423 3.413 -0.0158
C -4.973 -1.518 2.599 0.0413
C -4.908 -1.109 1.280 -0.0228
C -3.713 -0.629 0.782 0.0360
F -3.694 -0.186 -0.493 0.0027
H 1.465 1.207 3.430 0.0026
H 1.565 -0.145 2.288 -0.0008
H 0.439 -0.200 3.653 0.0002
H -1.309 3.141 3.180 0.0002
H -1.795 1.656 3.992 -0.0004
H -2.668 2.216 2.561 0.0004
H 1.048 3.035 1.029 0.0018
H -0.635 3.381 0.622 0.0013
H 0.325 2.214 -0.329 -0.0021
H -1.786 -0.879 3.533 0.0002
H -3.891 -1.742 4.445 0.0001
H -5.903 -1.899 2.997 0.0019
H -5.768 -1.142 0.625 -0.0003
F 6.772 3.901 -2.035 0.0000
C 6.799 3.056 -0.990 -0.0005
F 7.824 2.210 -1.201 0.0000
F 7.093 3.775 0.102 0.0000
C 5.498 2.314 -0.851 0.0009
C 4.996 1.642 -1.959 0.0001
C 3.811 0.940 -1.859 -0.0006
C 3.114 0.902 -0.648 -0.0021
C 3.629 1.582 0.455 0.0005
C 4.818 2.285 0.355 -0.0001
C 1.890 0.158 -0.547 0.0066
C 0.835 -0.420 -0.452 -0.0322
H 5.536 1.669 -2.897 0.0000
H 3.416 0.409 -2.715 0.0001
H 3.098 1.553 1.396 -0.0003
H 5.216 2.808 1.213 0.0000
```

- orbital gap (alpha / beta) (Eh) = 0.24196 / 0.21882
- multiplicity = 2
- net charge = +1
- E_LUMO (alpha / beta) (Eh) = -0.159 / -0.182
- <S²> = 0.7601

***

No. 4
Density functional theory data (ωB97M-V/def2-TZVPD) for a molecular structure, C25H24FeN4O3.

Structure (XYZ):
```
57
Properties=species:S:1:pos:R:3:mulliken_spin:R:1
C -5.992 2.287 2.034 0.0070
O -5.327 1.003 1.959 0.0246
C -3.981 0.868 1.876 0.2260
C -3.481 -0.464 1.815 -0.1163
C -2.147 -0.703 1.652 0.1793
C -1.212 0.368 1.645 -0.0393
C 0.141 0.134 1.384 0.2472
C 1.167 1.110 1.624 0.2226
C 1.552 1.747 2.888 0.0207
C 2.442 2.840 2.591 0.0570
C 2.680 2.859 1.162 0.0391
C 1.953 1.759 0.575 -0.0571
Fe 3.164 1.104 1.937 2.7535
C 4.445 0.349 0.660 0.0114
C 3.564 -0.675 1.221 0.1105
C 3.731 -0.654 2.668 0.0707
C 4.704 0.372 2.994 0.0133
C 5.147 0.987 1.760 -0.0110
C -1.719 1.698 1.785 0.2395
C -3.071 1.955 1.851 -0.1296
H -7.048 2.014 2.105 0.0002
H -5.701 2.855 2.929 -0.0014
H -5.826 2.883 1.126 -0.0008
H -4.198 -1.278 1.870 -0.0057
H -1.767 -1.712 1.513 0.0125
H 0.440 -0.835 0.991 0.0378
H 1.112 1.481 3.845 -0.0200
H 2.794 3.589 3.297 0.0373
H 3.248 3.599 0.602 0.0245
H 1.839 1.492 -0.465 -0.0112
H 4.606 0.552 -0.396 -0.0020
H 2.959 -1.377 0.654 -0.0405
H 3.276 -1.346 3.373 -0.0030
H 5.107 0.580 3.983 0.0288
H 5.925 1.742 1.668 0.0215
H -1.002 2.517 1.770 0.0415
H -3.433 2.983 1.882 -0.0089
C -0.998 -4.693 -2.564 0.0001
N -0.720 -3.291 -2.753 -0.0018
C -0.772 -2.893 -4.093 -0.0002
O -1.028 -3.697 -4.984 0.0000
N -0.520 -1.537 -4.391 -0.0007
C -0.565 -1.098 -5.776 0.0002
C -0.239 -0.687 -3.382 0.0052
C -0.193 -1.088 -2.019 -0.0086
C -0.491 -2.448 -1.648 0.0124
O -0.546 -2.855 -0.485 0.0048
N 0.126 -0.008 -1.277 0.0065
C 0.250 1.020 -2.179 0.0010
N 0.042 0.637 -3.479 0.0026
H -0.939 -4.926 -1.507 -0.0002
H -1.990 -4.916 -2.960 0.0000
H -0.272 -5.274 -3.133 0.0000
H -0.344 -0.035 -5.758 0.0000
H 0.176 -1.645 -6.359 0.0001
H -1.557 -1.289 -6.185 0.0000
H 0.490 2.039 -1.897 -0.0016
```

- orbital gap (alpha / beta) (Eh) = 0.10637 / 0.17557
- multiplicity = 5
- net charge = -2
- E_LUMO (alpha / beta) (Eh) = 0.159 / 0.159
- <S²> = 6.1293

***

No. 5
Density functional theory data (ωB97M-V/def2-TZVPD) for a molecular structure, C25H24N4O3S2SeV.

Structure (XYZ):
```
60
Properties=species:S:1:pos:R:3:mulliken_spin:R:1
V 0.226 0.332 -1.227 2.1421
N -2.581 1.517 1.378 0.0063
C -1.628 1.492 2.397 -0.0217
C -1.650 1.957 3.704 0.0011
C -0.504 1.753 4.448 -0.0008
C 0.617 1.099 3.914 0.0019
C 0.630 0.635 2.613 -0.0181
C -0.513 0.855 1.852 0.0263
N -0.802 0.512 0.533 -0.0591
C -2.047 0.922 0.304 0.0229
C -2.630 0.715 -1.015 0.0054
C -3.859 1.017 -1.500 0.0147
S -3.990 0.424 -3.090 0.0037
C -2.388 -0.105 -3.047 0.0269
N -1.775 0.085 -1.899 -0.0312
H -3.513 1.894 1.441 0.0006
H -2.516 2.450 4.124 -0.0002
H -0.473 2.097 5.473 0.0000
H 1.483 0.944 4.542 0.0001
H 1.474 0.088 2.210 0.0102
H -4.675 1.527 -1.016 0.0004
H -1.920 -0.569 -3.901 -0.0011
C 1.471 -4.575 3.592 0.0002
C 1.397 -3.843 2.281 -0.0100
C 2.521 -3.245 1.727 0.0043
C 2.478 -2.591 0.500 0.0006
C 3.744 -2.004 -0.062 -0.0083
C 1.256 -2.536 -0.180 0.0421
Se 1.153 -1.706 -1.921 -0.1715
C 0.103 -3.132 0.349 -0.0214
C -1.226 -3.091 -0.357 -0.0313
C 0.201 -3.773 1.577 0.0067
H 2.396 -4.350 4.120 0.0000
H 1.432 -5.654 3.429 -0.0007
H 0.632 -4.312 4.236 -0.0004
H 3.465 -3.297 2.258 0.0001
H 4.566 -2.118 0.642 -0.0001
H 3.627 -0.941 -0.267 0.0029
H 4.023 -2.488 -0.998 -0.0010
H -1.599 -2.068 -0.442 0.0239
H -1.962 -3.678 0.190 0.0006
H -1.152 -3.490 -1.370 0.0023
H -0.686 -4.239 1.993 -0.0008
N 2.092 1.307 -0.569 -0.0074
C 1.453 2.162 -1.512 0.0455
C 1.576 1.852 -2.875 -0.0112
C 0.673 2.409 -3.773 -0.0162
C -0.355 3.229 -3.316 -0.0041
C -0.441 3.566 -1.975 0.0147
C 0.448 3.017 -1.056 -0.0071
S -1.719 3.606 -4.424 -0.0007
O -2.371 2.294 -4.347 -0.0002
O -1.107 3.895 -5.692 -0.0001
O -2.444 4.662 -3.760 0.0000
H 2.181 1.703 0.360 0.0049
H 2.976 0.926 -0.885 0.0065
H 2.370 1.197 -3.214 0.0062
H 0.734 2.195 -4.833 -0.0003
H -1.237 4.233 -1.665 0.0010
H 0.368 3.239 0.002 -0.0004
```

- orbital gap (alpha / beta) (Eh) = 0.23917 / 0.26962
- multiplicity = 3
- net charge = +1
- E_LUMO (alpha / beta) (Eh) = -0.176 / -0.146
- <S²> = 2.0625

***

No. 6
Density functional theory data (ωB97M-V/def2-TZVPD) for C25H24N6O2S in the gas phase.

Structure (XYZ):
```
58
Properties=species:S:1:pos:R:3:lowdin_charge:R:1
C 0.251 -6.012 -2.410 -0.0889
O -0.967 -5.308 -2.431 -0.0851
C -0.934 -3.954 -2.311 -0.2712
C -2.190 -3.322 -2.296 0.0151
C -2.292 -1.959 -2.186 0.0004
C -1.137 -1.180 -2.091 -0.1946
N -1.205 0.184 -1.994 0.1932
C -0.133 1.026 -1.844 -0.4280
O -0.311 2.237 -1.757 0.0241
C 1.171 0.375 -1.795 -0.1174
C 2.342 1.261 -1.460 -0.1237
N 2.656 1.310 -0.038 -0.1311
C 3.279 0.096 0.481 -0.2200
C 3.835 0.342 1.843 -0.5311
C 4.885 1.136 2.191 -0.1322
C 5.125 1.159 3.583 -0.1921
C 4.251 0.384 4.273 -0.4190
S 3.113 -0.387 3.239 1.0304
C 1.572 1.811 0.780 -0.1009
C 0.406 0.894 0.956 -0.2753
N 0.418 -0.420 1.024 0.0806
N -0.842 -0.808 1.164 -0.0099
N -1.626 0.184 1.197 0.0639
N -0.888 1.292 1.072 -0.0405
C -1.466 2.613 1.053 -0.0791
C -2.924 2.518 0.689 -0.2274
C -3.877 2.219 1.653 -0.0480
C -5.209 2.096 1.299 -0.0771
C -5.597 2.268 -0.020 -0.0893
C -4.649 2.566 -0.984 -0.0812
C -3.317 2.692 -0.631 -0.0526
C 1.273 -0.966 -1.945 0.0383
C 0.124 -1.797 -2.096 -0.1464
C 0.212 -3.191 -2.210 0.0400
H 0.891 -5.732 -3.254 0.0950
H 0.792 -5.849 -1.473 0.0971
H -0.014 -7.064 -2.495 0.0930
H -3.068 -3.943 -2.367 0.1212
H -3.260 -1.482 -2.163 0.1174
H -2.122 0.617 -1.975 0.1499
H 3.240 0.925 -1.983 0.1278
H 2.108 2.283 -1.774 0.1259
H 4.098 -0.155 -0.201 0.1282
H 2.573 -0.745 0.525 0.0871
H 5.466 1.685 1.472 0.1131
H 5.915 1.725 4.044 0.0982
H 4.202 0.212 5.330 0.0563
H 1.221 2.743 0.329 0.1256
H 1.981 2.043 1.771 0.1287
H -0.930 3.202 0.304 0.1156
H -1.337 3.070 2.041 0.1373
H -3.576 2.077 2.680 0.1138
H -5.946 1.863 2.053 0.1030
H -6.637 2.170 -0.295 0.1009
H -4.949 2.704 -2.013 0.1026
H -2.571 2.931 -1.376 0.0987
H 2.245 -1.439 -1.925 0.1287
H 1.193 -3.639 -2.205 0.1110
```

- orbital gap (Eh) = 0.29941
- E_LUMO (Eh) = 0.008
- SMILES = COc1ccc2[nH]c(=O)c(CN(Cc3cccs3)Cc3nnnn3Cc3ccccc3)cc2c1

***

What did the fourth record say?
Density functional theory data (ωB97M-V/def2-TZVPD) for a molecular structure, C25H24FeN4O3.

Structure (XYZ):
```
57
Properties=species:S:1:pos:R:3:mulliken_spin:R:1
C -5.992 2.287 2.034 0.0070
O -5.327 1.003 1.959 0.0246
C -3.981 0.868 1.876 0.2260
C -3.481 -0.464 1.815 -0.1163
C -2.147 -0.703 1.652 0.1793
C -1.212 0.368 1.645 -0.0393
C 0.141 0.134 1.384 0.2472
C 1.167 1.110 1.624 0.2226
C 1.552 1.747 2.888 0.0207
C 2.442 2.840 2.591 0.0570
C 2.680 2.859 1.162 0.0391
C 1.953 1.759 0.575 -0.0571
Fe 3.164 1.104 1.937 2.7535
C 4.445 0.349 0.660 0.0114
C 3.564 -0.675 1.221 0.1105
C 3.731 -0.654 2.668 0.0707
C 4.704 0.372 2.994 0.0133
C 5.147 0.987 1.760 -0.0110
C -1.719 1.698 1.785 0.2395
C -3.071 1.955 1.851 -0.1296
H -7.048 2.014 2.105 0.0002
H -5.701 2.855 2.929 -0.0014
H -5.826 2.883 1.126 -0.0008
H -4.198 -1.278 1.870 -0.0057
H -1.767 -1.712 1.513 0.0125
H 0.440 -0.835 0.991 0.0378
H 1.112 1.481 3.845 -0.0200
H 2.794 3.589 3.297 0.0373
H 3.248 3.599 0.602 0.0245
H 1.839 1.492 -0.465 -0.0112
H 4.606 0.552 -0.396 -0.0020
H 2.959 -1.377 0.654 -0.0405
H 3.276 -1.346 3.373 -0.0030
H 5.107 0.580 3.983 0.0288
H 5.925 1.742 1.668 0.0215
H -1.002 2.517 1.770 0.0415
H -3.433 2.983 1.882 -0.0089
C -0.998 -4.693 -2.564 0.0001
N -0.720 -3.291 -2.753 -0.0018
C -0.772 -2.893 -4.093 -0.0002
O -1.028 -3.697 -4.984 0.0000
N -0.520 -1.537 -4.391 -0.0007
C -0.565 -1.098 -5.776 0.0002
C -0.239 -0.687 -3.382 0.0052
C -0.193 -1.088 -2.019 -0.0086
C -0.491 -2.448 -1.648 0.0124
O -0.546 -2.855 -0.485 0.0048
N 0.126 -0.008 -1.277 0.0065
C 0.250 1.020 -2.179 0.0010
N 0.042 0.637 -3.479 0.0026
H -0.939 -4.926 -1.507 -0.0002
H -1.990 -4.916 -2.960 0.0000
H -0.272 -5.274 -3.133 0.0000
H -0.344 -0.035 -5.758 0.0000
H 0.176 -1.645 -6.359 0.0001
H -1.557 -1.289 -6.185 0.0000
H 0.490 2.039 -1.897 -0.0016
```

- orbital gap (alpha / beta) (Eh) = 0.10637 / 0.17557
- multiplicity = 5
- net charge = -2
- E_LUMO (alpha / beta) (Eh) = 0.159 / 0.159
- <S²> = 6.1293